Density functional theory data (wB97M-V/def2-TZVPD) for a structure of composition C41H39N5O2Pd.

CARTESIAN COORDINATES (ANGSTROEM)
Pd (-0.106, -0.580, -0.755)
N (-8.797, 4.862, 0.719)
C (-7.895, 4.166, 0.582)
C (-6.762, 3.298, 0.412)
C (-6.733, 2.064, 1.057)
C (-5.634, 1.236, 0.900)
C (-4.571, 1.635, 0.095)
C (-4.613, 2.863, -0.561)
C (-5.704, 3.700, -0.400)
C (-3.375, 0.766, -0.088)
C (-3.170, 0.225, -1.361)
C (-4.143, 0.235, -2.435)
C (-3.621, -0.491, -3.449)
C (-2.313, -0.916, -2.994)
N (-2.048, -0.502, -1.782)
C (-2.566, 0.506, 1.021)
C (-2.837, 0.906, 2.390)
C (-1.913, 0.295, 3.164)
C (-1.055, -0.437, 2.254)
N (-1.425, -0.306, 1.009)
H (-7.568, 1.760, 1.672)
H (-5.614, 0.273, 1.393)
H (-3.786, 3.173, -1.187)
H (-5.742, 4.659, -0.896)
H (-5.109, 0.706, -2.384)
H (-4.060, -0.726, -4.403)
H (-1.602, -1.509, -3.549)
H (-3.645, 1.549, 2.695)
H (-1.796, 0.336, 4.234)
H (-0.187, -1.022, 2.528)
C (-1.722, -4.570, 0.114)
C (-0.624, -5.419, 0.120)
C (0.632, -4.900, -0.122)
C (0.779, -3.537, -0.367)
N (-0.293, -2.725, -0.369)
C (-1.510, -3.231, -0.135)
C (2.082, -2.900, -0.652)
C (3.310, -3.578, -0.573)
C (4.487, -2.923, -0.890)
C (4.472, -1.592, -1.296)
C (3.270, -0.893, -1.381)
C (2.129, -1.577, -1.039)
H (-2.722, -4.935, 0.297)
H (-0.748, -6.477, 0.309)
H (1.494, -5.549, -0.131)
H (-2.323, -2.520, -0.149)
H (3.347, -4.615, -0.267)
H (5.426, -3.455, -0.826)
H (5.401, -1.095, -1.544)
H (3.247, 0.146, -1.684)
C (1.430, 1.849, -4.513)
N (1.469, 0.412, -4.787)
C (2.019, -0.074, -6.054)
C (1.060, -0.419, -3.838)
C (1.122, -1.897, -4.092)
O (0.645, 0.050, -2.748)
H (1.741, 2.381, -5.406)
H (2.098, 2.099, -3.690)
H (0.420, 2.152, -4.244)
H (2.307, 0.783, -6.653)
H (1.279, -0.648, -6.611)
H (2.904, -0.688, -5.887)
H (0.726, -2.157, -5.073)
H (0.574, -2.426, -3.316)
H (2.162, -2.231, -4.059)
C (3.836, 3.087, 6.134)
C (3.381, 2.347, 4.915)
C (2.461, 2.914, 4.037)
C (2.017, 2.247, 2.907)
C (1.040, 2.944, 2.006)
C (2.525, 0.949, 2.654)
C (2.123, 0.174, 1.514)
O (1.268, 0.511, 0.681)
C (3.474, 0.362, 3.532)
C (4.069, -1.004, 3.295)
C (3.877, 1.071, 4.646)
H (3.478, 4.114, 6.139)
H (4.925, 3.099, 6.193)
H (3.469, 2.592, 7.035)
H (2.090, 3.910, 4.238)
H (0.857, 3.951, 2.375)
H (0.086, 2.415, 1.959)
H (1.413, 3.008, 0.984)
H (2.609, -0.799, 1.379)
H (3.312, -1.787, 3.243)
H (4.739, -1.256, 4.114)
H (4.649, -1.043, 2.372)
H (4.598, 0.631, 5.323)

## Properties
**LUMO (alpha / beta)**: -6.3 / -8.1 eV
**<S²>**: 6.09
**Largest force on an atom**: 0.0110 Eh/bohr
**Total charge**: +2
**HOMO (alpha / beta)**: -13.68 / -13.68 eV
**2S+1**: 5

Atom charges from the Löwdin analysis, given in e for atoms 1 to 2:
1 Pd 1.138
2 N 0.193

Density functional theory data (wB97M-V/def2-TZVPD) for a structure of composition C41H40BrLaN7O11SSb at a distorted geometry.

CARTESIAN COORDINATES (ANGSTROEM)
La (16.523, 10.157, 12.379)
N (16.047, 8.953, 14.847)
C (17.149, 8.122, 15.328)
C (17.721, 7.270, 14.223)
N (18.197, 8.059, 13.081)
H (15.816, 9.712, 15.491)
H (15.203, 8.393, 14.701)
H (16.810, 7.379, 16.098)
H (17.964, 8.752, 15.739)
H (16.968, 6.562, 13.865)
H (18.565, 6.693, 14.648)
H (18.422, 7.443, 12.263)
H (19.046, 8.606, 13.353)
O (12.575, 10.921, 14.024)
C (13.476, 11.408, 13.330)
O (13.994, 10.902, 12.262)
C (14.020, 12.771, 13.767)
C (13.063, 13.708, 14.152)
C (13.544, 14.977, 14.469)
C (14.808, 15.421, 14.163)
C (15.696, 14.471, 13.668)
C (15.395, 13.086, 13.604)
O (16.322, 12.168, 13.693)
N (16.971, 14.958, 13.245)
O (17.470, 14.571, 12.194)
O (17.472, 15.760, 14.027)
N (12.673, 15.919, 15.054)
O (11.822, 15.454, 15.817)
O (12.874, 17.091, 14.764)
H (12.049, 13.333, 14.233)
H (15.137, 16.433, 14.429)
N (16.637, 17.832, 8.993)
C (16.545, 16.564, 8.584)
C (17.107, 15.522, 9.376)
C (16.846, 14.221, 9.073)
N (16.219, 13.882, 7.925)
C (15.694, 14.870, 7.133)
C (15.822, 16.201, 7.401)
H (17.263, 17.969, 9.776)
H (16.306, 18.618, 8.404)
H (17.745, 15.725, 10.212)
H (17.145, 13.478, 9.804)
H (15.190, 14.535, 6.240)
H (15.332, 16.957, 6.789)
N (15.954, 11.016, 7.396)
C (16.947, 10.083, 7.938)
C (16.761, 9.854, 9.477)
O (17.375, 8.931, 10.089)
O (15.888, 10.660, 9.995)
H (15.821, 10.790, 6.428)
H (16.063, 12.854, 7.748)
H (15.045, 10.829, 7.816)
H (17.962, 10.414, 7.781)
H (16.933, 9.073, 7.478)
Br (22.272, 14.167, 8.861)
C (21.955, 13.464, 10.575)
C (22.935, 13.557, 11.554)
C (22.669, 12.965, 12.830)
C (21.411, 12.379, 13.094)
C (20.434, 12.290, 12.102)
C (20.704, 12.867, 10.877)
C (19.138, 11.550, 12.384)
O (18.975, 10.790, 13.414)
O (18.201, 11.680, 11.497)
H (23.879, 14.047, 11.347)
H (23.437, 12.899, 13.587)
H (21.231, 11.961, 14.069)
H (19.959, 12.832, 10.099)
S (14.126, 7.855, 11.963)
Sb (12.656, 9.264, 10.783)
C (11.991, 11.358, 10.353)
C (10.611, 11.506, 10.166)
C (10.088, 12.721, 9.688)
C (10.922, 13.776, 9.390)
C (12.307, 13.644, 9.630)
C (12.830, 12.438, 10.123)
C (12.873, 8.295, 8.824)
C (12.417, 8.817, 7.622)
C (12.747, 8.186, 6.385)
C (13.559, 7.062, 6.379)
C (13.984, 6.538, 7.582)
C (13.647, 7.135, 8.807)
C (10.821, 8.397, 11.581)
C (10.096, 8.919, 12.665)
C (8.926, 8.329, 13.140)
C (8.480, 7.161, 12.525)
C (9.186, 6.616, 11.476)
C (10.380, 7.194, 11.004)
H (9.936, 10.658, 10.290)
H (9.014, 12.784, 9.544)
H (10.500, 14.689, 8.907)
H (12.964, 14.490, 9.545)
H (13.890, 12.338, 10.389)
H (11.801, 9.705, 7.578)
H (12.404, 8.589, 5.441)
H (13.856, 6.582, 5.457)
H (14.676, 5.684, 7.606)
H (14.011, 6.706, 9.714)
H (10.520, 9.771, 13.197)
H (8.352, 8.763, 13.975)
H (7.583, 6.688, 12.871)
H (8.875, 5.669, 11.045)
H (11.072, 6.634, 10.362)

## Properties
**LUMO**: -0.5 eV
**Largest force on an atom**: 0.0492 Eh/bohr
**HOMO**: -7.79 eV

Atom charges from the Löwdin analysis, given in e for atoms 1 to 2:
1 La 2.074
2 N -0.066

Question: What is the formula in the second record?
Answer: C41H40BrLaN7O11SSb

Question: The highest largest force on an atom belongs to which entry?
Answer: C41H40BrLaN7O11SSb

Question: What is the largest force on an atom in the first record?
Answer: 0.0110 Eh/bohr